Record 1
Below is a molecular structure, C3H5FN2 in a non-equilibrium geometry, with properties calculated with ωB97M-V with the def2-TZVPD basis set.

Last column: natural (NBO) charge in e.
Geometry (Å):
C: 0.27723 0.22399 -1.16827  -0.191
C: -0.83826 -0.45604 -0.86659  -0.028
C: 1.02226 0.32952 0.15949  -0.298
N: 0.19363 -0.51348 1.07156  -0.342
N: -0.88809 -0.74390 0.54274  0.076
F: -1.94949 0.47945 1.00137  -0.527
H: 0.84845 0.42937 -2.05296  0.237
H: -1.67881 -0.69737 -1.36524  0.217
H: 1.98661 -0.17247 0.22995  0.220
H: 1.01300 1.32977 0.39737  0.218
H: 0.01349 -0.20885 2.05059  0.419

As for the LUMO energy: 0.60 eV. The energy relative to the best compared isomer or geometry (same formula, charge and spin) is 3.6541 eV. The value obtained for the calculated total energy is -8885.4912 eV.

=====

Record 2
Below is a single C2H3ClS molecule in a non-equilibrium geometry, with properties calculated with ωB97M-V with the def2-TZVPD basis set.

Last column: natural (NBO) charge in e.
Geometry (Å):
Cl: -2.03541 -0.59013 0.09065  0.063
C: -0.54972 -0.09024 -0.51376  -0.349
C: 0.65408 -0.16824 0.44840  -0.504
S: 0.26256 1.58352 0.00619  0.039
H: -0.29616 -0.11085 -1.62910  0.258
H: 0.32764 -0.15417 1.52062  0.251
H: 1.63702 -0.46989 0.07700  0.242

As for the LUMO energy: 0.76 eV. The energy relative to the best compared isomer or geometry (same formula, charge and spin) is 0.6134 eV. The SMILES is Cl[C@@H]1CS1. The value obtained for the calculated total energy is -25478.9532 eV.

=====

Q: Look up the LUMO energy of the second one.
A: 0.76 eV